104
Properties=species:S:1:pos:R:3 method="wB97M-V/def2-TZVPD" spin_multiplicity=2 relative_energy_kj_mol=163.51 lumo_energy_ev="-0.51 / -0.50" charge=0
Cl -2.8259 4.2293 0.6947
Ge -0.0264 1.9114 -2.4605
H 1.1049 6.4742 -2.5776
H 3.4210 2.9083 -1.4322
H -2.4125 3.6303 -2.3696
H 0.7841 5.3874 -3.9241
H 1.3228 5.6238 0.3007
H -4.2536 -0.8519 -1.4603
H -3.7530 -1.7431 7.6376
Cl 0.4161 2.2989 3.4305
C 3.0502 2.4478 3.7209
C 1.4470 -3.0630 1.8196
H 1.7010 -6.2489 3.0538
C -1.9678 1.5577 -2.1043
C -4.7584 -2.6034 4.5416
C 2.0315 1.9619 2.9062
C -4.0170 -2.3487 6.7810
C 1.9888 -0.0153 -2.5330
Cl 3.9119 0.1019 0.0200
C 1.4203 -4.1406 2.7564
C -4.6962 1.2254 -1.7283
C 1.7275 -5.4431 2.3364
N 1.6589 -2.2697 -0.4206
N -3.9087 -3.6524 6.9542
H -5.7561 1.0946 -1.5762
C -3.3201 -2.2744 1.0331
C -0.1737 -0.0051 -4.6781
C -2.0906 -1.9564 0.4910
H -3.0323 -0.3046 3.7638
C -4.2282 -4.4454 5.9471
C 3.4500 0.3838 -4.4472
C 0.4051 2.1891 -5.4228
C -2.4910 0.2969 -1.8706
H -1.7611 -2.4300 -0.4252
H 2.4495 -6.6469 0.7299
C 2.6480 0.8316 -3.4142
H -2.2388 2.7040 2.3723
Cl 4.4935 -1.5942 -5.9633
C -4.1859 2.4859 -1.9917
O 1.0543 0.4841 -1.6722
Ca 1.0106 -0.3429 0.4719
C 2.1211 -5.6629 1.0341
H -4.1436 -5.5065 6.1392
H 0.7230 -2.2397 5.4846
H -4.5600 -0.6920 5.5224
C 1.1133 -3.8300 4.0979
C -4.4496 -1.7619 5.5989
H -4.9099 -4.6497 3.9141
C 0.0698 1.3320 -4.3873
C 0.5343 1.7135 -6.7170
C -4.6533 -3.9747 4.7144
C 1.7136 -3.3306 0.4380
C -2.8240 2.6475 -2.1727
H -4.8443 3.3401 -2.0511
H 0.5886 3.2352 -5.2076
C 0.5609 5.5826 -2.8799
H -0.2800 4.9010 0.3476
C 0.7700 4.6964 0.1742
H -0.1911 -1.5388 -6.1718
C -2.3958 2.6280 1.2978
H 0.4816 -0.0104 -7.9864
Cl -0.9034 2.0509 0.5513
C 0.9445 -2.5158 4.4647
C 2.1118 -4.6374 0.1040
C 2.2189 1.2295 1.7370
H -3.1963 1.9409 1.0307
Cl 2.7181 3.3160 5.1758
C 1.9019 -2.4289 -1.6970
C 3.5781 -0.9849 -4.6279
C 2.9966 -1.8549 -3.7398
H 1.0229 -0.4831 3.7658
C 4.3689 2.2043 3.3589
C 3.0985 3.8657 -1.8337
H -1.8277 -0.5594 -1.8557
Cl 6.2617 1.1611 1.7447
H 1.0465 -4.6282 4.8251
Cl 5.6566 2.7793 4.3394
S -5.2988 -1.9889 2.9359
H 3.1507 -2.9163 -3.8662
C -1.6011 -0.5373 2.1992
C 1.0712 -1.5287 3.4901
C -3.8505 0.1301 -1.6658
N 1.2865 -1.7885 2.2112
Ge 1.1225 4.0833 -1.6832
C -3.7032 -1.6623 2.2267
H -0.5014 5.7878 -2.7857
H -3.9724 -2.9879 0.5543
C -2.8022 -0.7836 2.8255
C 0.3379 0.3704 -6.9854
N -1.2416 -1.0864 1.0371
C 2.2393 -1.4085 -2.6326
H 3.9351 1.0838 -5.1069
C 3.5637 1.0220 1.4324
H 1.1280 3.9798 0.9060
H 3.5769 4.6487 -1.2513
H 2.4591 -4.8595 -0.8931
C -0.0279 -0.4905 -5.9634
H 2.5316 1.8969 -3.2882
H 0.8083 2.3912 -7.5132
H 3.4361 3.9533 -2.8636
H 2.0391 -3.4311 -2.1063
H -0.4519 -0.6806 -3.8798
H -0.8869 0.1354 2.6469
C 4.6297 1.4848 2.1962

---

102
Properties=species:S:1:pos:R:3 method="wB97M-V/def2-TZVPD" relative_energy_kj_mol=0.00 lumo_energy_ev=-1.85 charge=+1
H -3.0388 5.4607 -3.3137
C -3.9068 -0.3590 2.3785
C -4.1907 2.3483 -3.9921
C 2.3721 3.5875 -0.3506
N 0.6024 -3.2178 1.2591
H -2.9477 5.8634 -0.9344
C -0.0460 -3.7149 0.2217
H -1.5967 -5.9484 -2.7556
H -2.7702 -5.5798 0.5311
C 2.6024 2.2445 -0.1072
H -4.5350 2.5015 -0.6265
C -1.9670 -5.3142 -0.1542
P 3.3287 0.0261 1.3711
H -4.3324 1.6627 -4.8175
H 2.4196 1.5204 -0.8942
C -3.0014 -0.8149 3.3336
N -2.6065 4.1880 0.2912
C 3.0852 1.8203 1.1326
H 6.4189 -3.1707 -0.6509
C -1.8295 3.5359 2.1090
C -1.7029 -1.0107 2.9351
C 5.3575 -0.0302 3.3678
C 4.7894 -0.3684 0.3564
H -0.9779 -1.3931 3.6423
C 2.5878 4.5229 0.6532
H 2.4497 -1.4510 -0.9011
H 0.2329 -3.6139 3.3412
H 7.2906 0.9292 -1.5219
C -2.1126 -0.3457 0.7915
C 3.1133 -0.2126 4.1309
H 0.1459 -3.5042 -0.8179
C -3.2471 -3.4254 -1.2295
C 5.0925 -1.7233 0.2047
H -4.1520 0.1893 0.3344
N -1.0367 -4.5099 0.6326
N -5.7477 0.1075 -1.5652
C 0.4521 -0.4246 -3.4048
C 3.5291 -0.3014 5.4460
C 3.9978 -0.0737 3.0664
Cl 1.3867 -0.2426 3.8163
H -1.6699 3.4334 3.1699
H 5.3640 1.6366 -0.1637
N -1.7424 -0.1184 -0.5286
O -4.0265 -0.4159 -2.8267
C 3.0432 4.1080 1.8942
C -3.7039 3.6258 -4.2126
N -1.1603 2.8094 1.1774
C -4.8573 0.5620 -2.3699
H -1.4721 -6.2362 -0.4616
C -2.4775 -4.5767 -1.3686
Li 0.7942 -0.9071 1.3688
H -1.4027 2.9366 -0.9458
H -3.4811 -3.0365 -0.2437
C -4.3066 2.8242 -1.6337
H 2.3985 5.5721 0.4678
H 5.2318 -0.3281 6.7382
H 7.8284 -1.4696 -1.7680
C 5.5853 0.5822 -0.2729
H -3.8256 -2.7387 -4.5006
N -2.7130 4.3811 1.6214
H 2.8039 -0.4035 6.2411
C -1.6670 3.2599 0.0488
H -1.5668 0.2172 -3.0864
H 0.4212 -0.2702 -4.4756
C 5.8010 -0.1209 4.6783
C -0.5857 -0.3578 -1.2484
H -4.3468 5.1954 -0.0942
N -1.2401 -0.7800 1.6922
C -3.4679 4.4816 -3.1390
C -0.6507 -0.1446 -2.6388
H 3.2105 4.8317 2.6813
C -0.0376 -3.7902 2.3124
C 6.6749 0.1828 -1.0372
C 1.6020 -0.9231 -2.7898
H 2.0168 3.9051 -1.3228
H -4.9485 -0.2037 2.6260
C -2.6763 -4.3978 -3.7698
H 2.4891 -1.1728 -3.3533
C -3.4421 4.9366 -0.6429
C -3.4634 -0.1286 1.1010
C 6.1865 -2.1190 -0.5473
N -1.0327 -4.5817 1.9814
N -5.5015 -1.2625 -1.4363
H 6.0741 0.0715 2.5626
C -2.1926 -5.0507 -2.6421
H -2.4978 0.2199 -1.1002
N 0.5184 -0.7832 -0.6496
C 3.3000 2.7637 2.1320
C 4.8889 -0.2556 5.7149
H 6.8610 -0.0861 4.8903
C -4.4874 1.9467 -2.6907
H -3.4771 3.9495 -5.2192
H 3.6729 2.4581 3.1016
C -3.7602 4.0821 -1.8437
H 4.4693 -2.4717 0.6846
H -2.4586 -4.7865 -4.7550
C 6.9781 -1.1633 -1.1732
C -3.7274 -2.7696 -2.3552
C -3.4439 -3.2549 -3.6295
C 1.5787 -1.0762 -1.4255
H -3.3003 -1.0254 4.3496
C -4.4904 -1.5243 -2.1828